# C41H112BBr2IN2O6PSi8

C41H112BBr2IN2O6PSi8 as an isolated structure (the ωB97M-V functional and the def2-TZVPD basis, the OMol25 dataset).

```
174
Properties=species:S:1:pos:R:3:forces:R:3:lowdin_charge:R:1
C 3.004681 -3.609308 3.526961 0.2 0.3 0.1 -0.1411
C 2.471079 -2.071480 3.382839 1.1 -0.6 -0.1 -0.1959
C 1.594397 -1.785776 1.978853 3.1 3.0 0.6 -0.2691
N 0.202421 -1.416249 2.207815 2.8 -1.2 1.9 -0.3866
P -1.119858 -2.607349 2.062836 0.9 1.4 -0.3 0.4507
C -0.976443 -2.702910 0.127384 0.8 0.4 -2.8 -0.1808
O 0.106535 -3.835716 2.185075 -0.5 -0.8 -1.5 -0.3654
C 0.243738 -4.876427 1.283729 0.9 -4.6 0.4 -0.3449
C 1.420374 -5.029347 0.152844 0.0 -1.3 -1.9 -0.2732
C 0.749534 -5.819877 -1.171864 -0.3 0.6 0.1 -0.1091
C 2.639597 -6.093874 0.581735 0.5 0.2 0.2 -0.1675
C 4.108951 -5.697397 -0.010714 1.3 -0.5 0.1 -0.3849
C 4.121103 -5.075099 -1.524635 1.1 -0.2 0.6 -0.1293
C 5.009869 -4.736214 1.020016 -0.4 -0.8 0.3 -0.1230
B -1.119818 -2.470519 3.999186 0.7 -1.1 2.3 -0.6515
N -0.379381 -3.634149 4.714558 -0.6 0.6 1.0 0.0783
O -1.583823 -1.442068 4.899563 2.2 1.2 -0.7 -0.0365
C -2.181023 -1.033459 1.788410 -2.8 2.4 0.5 -0.6818
I -0.941210 0.724159 1.086205 -0.5 0.3 0.0 0.9470
C -3.449841 -1.050834 0.796599 -2.0 0.5 -0.6 -0.4014
C -3.470944 -0.024677 -0.476731 -1.9 -0.2 -1.0 -0.2891
C -2.591517 -3.788757 2.217709 -2.3 -1.9 -1.1 -0.5409
Br -4.074220 -2.840624 3.362514 0.5 0.6 -0.7 0.8017
C -2.742631 -5.079573 3.132818 -3.5 -0.8 1.7 -0.8047
C -4.337714 -5.603822 2.867241 -0.3 -2.2 -0.3 -0.2971
Br -1.802864 -6.807255 2.978952 0.7 0.4 -0.2 0.6715
H 4.184285 -3.655035 3.576510 -2.4 0.2 -0.1 0.0637
H 2.662901 -4.179553 2.567657 0.5 0.8 2.2 0.0480
H 2.589950 -4.054317 4.530328 0.7 0.4 -2.2 0.0749
H 1.868069 -1.816482 4.351885 0.8 -0.3 -1.9 0.0861
H 3.448760 -1.386702 3.431950 -2.2 -1.2 -0.3 0.1035
H 1.911882 -2.453645 1.087573 -1.1 0.7 1.9 0.0972
H 2.095532 -0.736226 1.657053 -0.8 -1.9 0.3 0.1008
H 0.240653 -0.983829 3.183056 -0.4 -0.4 -1.9 0.0675
H -1.346511 -1.777883 -0.474202 0.2 -1.5 1.4 0.0118
H 0.166788 -2.658015 -0.236095 -2.5 -0.7 0.9 0.0722
H -1.561949 -3.617337 -0.339336 1.5 1.7 0.8 0.0585
H -0.733404 -5.332582 0.764550 1.8 1.5 1.2 0.0940
H 0.603267 -5.792861 1.981723 -1.1 1.7 -1.4 0.0904
H 1.829210 -4.051826 -0.319080 -0.5 -1.6 1.2 0.0949
H 0.538830 -6.956353 -0.935579 0.5 2.3 -0.4 0.0835
H 1.449621 -5.721150 -2.131985 -1.6 -0.3 2.2 0.0716
H -0.282044 -5.321274 -1.400847 1.9 -0.9 0.2 0.0621
H 2.395667 -7.192918 0.186450 0.3 2.5 0.8 0.1150
H 2.754603 -6.199243 1.749575 -0.3 0.3 -2.2 0.1054
H 4.729820 -6.715931 -0.068684 -1.3 2.1 0.1 0.1282
H 5.269082 -4.985598 -1.838368 -2.5 -0.1 0.6 0.0841
H 3.623235 -5.813388 -2.282881 0.7 1.6 1.4 0.0702
H 3.667587 -3.996810 -1.507879 0.7 -2.1 -0.3 0.0826
H 5.056396 -5.271357 2.084150 -0.2 1.2 -2.3 0.0798
H 4.504563 -3.690282 1.172941 1.1 -1.9 -0.4 0.0727
H 6.128888 -4.649146 0.660430 -2.3 0.0 0.5 0.0759
H -0.993458 -3.986425 5.492355 0.8 0.7 -0.7 0.0637
H 0.489888 -3.285165 5.174026 -0.9 -0.4 -0.4 0.0377
H -0.764525 -0.893085 5.161052 -2.0 -1.3 -0.2 0.1247
H -2.550180 -0.516686 2.777260 0.8 -1.3 -1.8 0.0358
H -4.424454 -0.732448 1.414073 2.2 -0.8 -1.3 0.0884
H -3.742687 -2.112847 0.336807 1.0 2.2 1.2 0.1017
H -4.468130 -0.313830 -1.074676 2.0 0.5 1.2 0.0733
H -3.659731 1.117606 -0.189379 0.9 -2.6 -0.5 0.0558
H -2.617849 -0.173929 -1.266722 -1.5 0.5 1.8 0.0449
H -3.087643 -4.016271 1.155853 0.7 0.3 2.4 0.0935
H -2.749616 -4.905467 4.325321 0.6 0.0 -3.1 0.0789
H -4.999260 -5.494660 3.826407 1.2 0.3 -2.0 0.0532
H -4.788863 -5.162084 1.883141 0.7 -0.4 2.2 0.0659
H -4.374628 -6.781922 2.659307 0.4 2.5 0.5 0.0383
O 0.555352 6.730038 1.946072 0.2 0.2 0.6 -0.3018
Si -0.364110 5.316229 1.995937 0.1 -0.4 0.2 0.3787
C -1.831030 5.550005 3.152187 0.3 0.3 -0.2 -0.1641
C 0.691104 3.893095 2.635704 -0.1 0.5 0.0 -0.1784
C -1.041329 4.806460 0.320689 0.2 0.5 0.1 -0.1680
Si 1.398030 7.666825 3.068384 -0.3 -0.6 0.0 0.3828
C 2.228460 9.167975 2.307772 -0.2 -0.2 -0.2 -0.1726
C 2.737910 6.626393 3.888225 -0.2 0.1 -0.2 -0.1677
C 0.214462 8.284096 4.398248 0.2 0.0 -0.2 -0.1699
H -1.496342 5.670863 4.183804 -0.1 0.0 0.0 0.0166
H -2.492246 4.684896 3.109710 0.0 -0.1 0.0 0.0341
H -2.409387 6.435415 2.868621 0.0 -0.1 0.1 0.0323
H 1.606035 3.800865 2.043028 0.0 -0.1 0.1 0.0376
H 0.141087 2.949559 2.573582 0.0 0.1 0.0 -0.0648
H 0.970736 4.056039 3.679578 0.1 0.0 0.0 0.0179
H -0.235064 4.615300 -0.392259 -0.1 0.0 0.0 0.0229
H -1.699823 5.576347 -0.090494 0.0 0.0 -0.1 0.0269
H -1.624572 3.884478 0.424530 0.1 0.1 0.1 0.0000
H 2.959019 8.874125 1.549727 0.0 0.1 0.0 0.0260
H 2.756835 9.732011 3.084648 -0.1 -0.1 0.0 0.0320
H 1.494248 9.835648 1.848441 0.1 0.0 0.0 0.0286
H 2.295172 5.833154 4.495539 0.1 0.0 0.0 0.0201
H 3.361046 7.248199 4.540904 -0.1 -0.1 -0.1 0.0301
H 3.379925 6.166444 3.130917 0.0 0.0 0.1 0.0355
H -0.169983 7.451171 4.991672 0.0 0.1 0.0 0.0190
H -0.632140 8.803807 3.940845 0.0 0.0 0.1 0.0330
H 0.726600 8.980107 5.077194 -0.1 -0.1 -0.1 0.0320
O -6.357549 -1.858201 9.232507 -0.7 -0.2 0.1 -0.2994
Si -7.801370 -2.045760 10.085125 0.3 -0.1 -0.6 0.3849
C -8.291339 -3.862982 10.117559 0.3 0.2 -0.1 -0.1687
C -9.170246 -1.063904 9.242375 0.3 -0.1 0.0 -0.1690
C -7.699491 -1.456641 11.864873 0.3 0.0 -0.2 -0.1738
Si -5.826005 -2.183879 7.664496 0.1 0.0 -0.3 0.3861
C -4.033055 -1.711271 7.375415 -0.4 0.0 0.4 -0.1589
C -6.875823 -1.229147 6.425026 0.0 -0.1 0.3 -0.1597
C -5.993824 -4.026014 7.305654 0.0 0.2 0.1 -0.1582
H -8.541507 -4.215185 9.115448 0.0 -0.1 0.0 0.0190
H -9.161531 -4.012394 10.756205 -0.1 0.0 0.1 0.0270
H -7.472898 -4.477043 10.507354 -0.1 0.0 -0.1 0.0360
H -8.867814 -0.020177 9.115727 -0.1 -0.1 0.0 0.0348
H -10.085288 -1.089580 9.841272 0.0 0.0 0.0 0.0292
H -9.396286 -1.479962 8.257378 0.0 0.1 0.0 0.0192
H -7.455678 -0.392373 11.917676 0.0 -0.1 0.0 0.0290
H -6.947071 -2.018492 12.424870 0.0 0.1 0.0 0.0290
H -8.666973 -1.605263 12.357720 0.1 0.0 -0.1 0.0314
H -3.876034 -0.640959 7.531854 0.1 -0.1 0.0 0.0355
H -3.750136 -1.946322 6.343154 -0.1 0.0 0.1 -0.0007
H -3.365778 -2.265614 8.041211 0.0 0.1 0.0 0.0346
H -7.906186 -1.593037 6.428478 0.0 0.1 -0.1 0.0165
H -6.475702 -1.347375 5.411687 0.0 0.0 0.1 0.0241
H -6.883221 -0.163447 6.672978 0.0 -0.1 -0.1 0.0346
H -7.044973 -4.323631 7.290619 0.0 -0.1 0.0 0.0168
H -5.478949 -4.610363 8.073439 0.0 0.0 -0.1 0.0342
H -5.555282 -4.269826 6.327943 -0.1 0.1 0.2 0.0215
O 2.029262 4.961921 -4.755632 -0.2 0.4 -0.3 -0.2940
Si 1.353113 4.564275 -6.249437 0.0 0.2 0.3 0.3898
C 2.261458 5.475582 -7.623427 0.1 -0.1 0.4 -0.1669
C -0.460766 5.071095 -6.282102 0.3 0.0 0.1 -0.1655
C 1.432421 2.729652 -6.640351 0.2 0.2 0.4 -0.1704
Si 2.258148 6.378985 -3.868612 -0.2 0.0 -0.2 0.3874
C 3.111848 6.094126 -2.221904 -0.1 -0.3 -0.3 -0.1613
C 0.592410 7.186148 -3.516869 0.2 -0.2 -0.1 -0.1621
C 3.316524 7.584345 -4.857217 -0.1 -0.1 0.1 -0.1706
H 2.097119 6.551870 -7.549590 0.1 0.0 0.0 0.0169
H 1.907574 5.145042 -8.599611 0.0 0.0 -0.1 0.0284
H 3.338071 5.283964 -7.568260 -0.1 0.1 0.0 0.0353
H -0.992841 4.637486 -5.430192 0.0 0.1 -0.1 0.0383
H -0.939390 4.724640 -7.202713 0.0 0.0 0.1 0.0312
H -0.560834 6.158368 -6.234746 -0.1 -0.1 0.0 0.0176
H 0.887108 2.141341 -5.897772 0.1 0.0 0.0 0.0381
H 2.466911 2.377749 -6.677852 -0.1 -0.1 0.0 0.0271
H 0.976889 2.541884 -7.619249 0.0 0.1 0.1 0.0284
H 2.526158 5.428446 -1.582737 0.1 0.0 0.0 0.0274
H 3.230167 7.048413 -1.696366 -0.1 -0.1 -0.1 0.0322
H 4.106604 5.662007 -2.361807 -0.1 0.0 0.1 0.0313
H 0.127264 7.533981 -4.442465 0.0 0.0 0.1 0.0171
H 0.716603 8.048715 -2.852425 0.0 -0.1 -0.1 0.0341
H -0.082999 6.472147 -3.035957 0.0 0.1 0.0 0.0326
H 2.787457 7.920663 -5.752032 0.1 0.0 0.0 0.0161
H 4.249647 7.104674 -5.165845 0.0 0.1 0.0 0.0329
H 3.561312 8.468384 -4.252042 -0.1 -0.2 -0.1 0.0340
O 4.637767 -1.439199 -9.215363 0.0 0.1 -0.6 -0.2959
Si 3.020548 -0.966874 -9.306268 0.1 0.0 -0.1 0.3886
C 2.121056 -2.014937 -10.585291 0.4 0.0 0.2 -0.1671
C 2.913825 0.841832 -9.821321 0.2 -0.3 0.0 -0.1673
C 2.098136 -1.144965 -7.680727 0.5 -0.1 -0.1 -0.1649
Si 5.939015 -1.516025 -10.286864 -0.4 0.1 0.0 0.3863
C 7.513313 -2.164018 -9.497378 -0.3 0.0 0.2 -0.1711
C 6.306021 0.202221 -10.967200 -0.1 -0.2 0.1 -0.1689
C 5.512482 -2.656475 -11.724862 0.1 0.1 0.2 -0.1695
H 2.500516 -1.813118 -11.588354 0.0 -0.1 0.0 0.0166
H 1.053734 -1.795465 -10.576353 -0.1 0.0 0.0 0.0307
H 2.251705 -3.080994 -10.372425 0.0 0.1 -0.1 0.0365
H 3.515905 1.464405 -9.152910 -0.1 0.0 -0.1 0.0319
H 1.878079 1.191544 -9.781683 0.1 0.0 0.0 0.0279
H 3.279900 0.976893 -10.842186 0.0 0.1 0.0 0.0174
H 2.547878 -0.527224 -6.899044 -0.1 -0.1 0.0 0.0284
H 2.086752 -2.185270 -7.344504 0.0 0.1 0.1 0.0324
H 1.059154 -0.821102 -7.809711 0.1 0.0 -0.1 0.0367
H 7.836601 -1.521327 -8.674500 0.0 -0.1 0.0 0.0311
H 8.317321 -2.189235 -10.241547 -0.2 0.0 0.0 0.0331
H 7.375635 -3.179963 -9.116932 0.0 0.1 0.0 0.0313
H 5.480706 0.557022 -11.589330 0.1 0.1 0.0 0.0179
H 7.213573 0.186073 -11.581220 -0.1 0.0 0.1 0.0321
H 6.453765 0.912717 -10.148288 0.0 0.0 -0.1 0.0353
H 4.704487 -2.234738 -12.327355 0.0 -0.1 0.0 0.0174
H 5.193211 -3.633758 -11.351988 0.0 0.0 -0.1 0.0345
H 6.386150 -2.799059 -12.376059 -0.2 0.0 0.1 0.0338
```
Forces are in eV/Å.

lowest unoccupied orbital energy	0.065	Ha
net charge	-1
molecular weight	1282.5	Da
gap between HOMO and LUMO	5.7563	eV